Entry 1:
Molecular formula: C17H31N7O7
Method: DFT, wB97M-V/def2-TZVPD

Output
**SMILES**: CCCNC1=CC(=O)C=C(CCCOC(C)=O)C1=O.NC(N)=O.NC(N)=O.NC(N)=O
**Orbital gap**: 8.15 eV

```
62
C17H31N7O7 wB97M-V/def2-TZVPD
C -3.430 3.571 -1.459
C -3.699 2.262 -0.571
C -2.426 1.286 -0.685
N -2.575 0.014 0.077
C -1.793 -1.090 -0.478
C -2.408 -2.366 -0.572
C -1.522 -3.580 -1.136
O -1.988 -4.501 -1.831
C 0.017 -3.533 -0.683
C 0.635 -2.257 -0.586
C 2.136 -2.210 -0.085
C 2.913 -0.847 -0.369
C 2.814 0.160 0.891
O 1.448 0.328 1.375
C 1.475 0.178 2.800
C 0.779 -1.150 3.371
O 2.008 1.031 3.558
C -0.278 -1.021 -0.953
O 0.186 -0.081 -1.622
H -3.956 4.504 -1.061
H -3.742 3.375 -2.544
H -2.311 3.836 -1.519
H -4.593 1.651 -0.944
H -3.826 2.622 0.501
H -2.201 1.145 -1.792
H -1.554 1.868 -0.207
H -2.338 0.156 1.064
H -3.491 -2.529 -0.246
H 0.597 -4.475 -0.425
H 2.132 -2.375 1.047
H 2.749 -3.076 -0.520
H 4.024 -1.119 -0.424
H 2.671 -0.349 -1.355
H 3.377 1.132 0.711
H 3.390 -0.377 1.731
H 0.702 -1.168 4.504
H -0.248 -1.272 2.890
H 1.398 -2.075 3.086
N 4.759 -0.536 -4.502
C 5.263 -0.232 -3.280
N 6.147 0.798 -3.269
O 4.944 -0.838 -2.267
H 5.007 -0.052 -5.345
H 4.099 -1.294 -4.550
H 6.543 1.053 -2.380
H 6.422 1.307 -4.088
N 3.559 -1.105 6.022
C 2.957 -1.617 7.124
N 3.808 -2.086 8.073
O 1.742 -1.654 7.253
H 4.554 -1.068 5.898
H 2.961 -0.745 5.295
H 3.397 -2.474 8.906
H 4.807 -2.066 7.988
N -7.959 2.209 -3.874
C -6.829 2.958 -3.800
N -6.898 4.157 -4.434
O -5.828 2.583 -3.209
H -8.791 2.498 -4.354
H -7.946 1.314 -3.416
H -6.079 4.741 -4.402
H -7.709 4.484 -4.925
```

Entry 2:
Molecular formula: C17H32AsPPdS4Sb
Method: DFT, wB97M-V/def2-TZVPD

Output
**Energy relative to the best compared isomer or geometry (same formula, charge and spin)**: 1.6 kcal per mole
**Orbital gap (spin up / spin down)**: 8.54 / 5.32 eV
**Net charge**: +2
**⟨S²⟩**: 8.784
**Multiplicity**: 6

```
57
C17H32AsPPdS4Sb wB97M-V/def2-TZVPD
Pd 0.362 1.841 -0.560
S 1.643 6.040 -1.338
Sb -0.180 5.115 -0.176
S -0.727 3.456 -1.900
S 1.194 3.449 0.978
C 5.333 1.064 -1.096
As 3.814 0.056 -1.661
C 3.472 -1.282 -0.341
C 4.224 -0.833 -3.297
S 2.178 1.388 -2.109
H 6.201 0.409 -1.069
H 5.136 1.462 -0.105
H 5.495 1.876 -1.797
H 4.424 -1.759 -0.107
H 2.777 -2.016 -0.741
H 3.056 -0.824 0.549
H 5.123 -1.430 -3.141
H 4.394 -0.095 -4.075
H 3.389 -1.473 -3.565
C -3.623 0.031 1.795
C -2.790 1.006 0.950
C -3.642 1.593 -0.182
C -2.320 2.137 1.876
P -1.251 0.212 0.236
C -0.440 -0.679 1.594
C -0.953 -1.882 2.090
C -0.332 -2.532 3.146
C 0.804 -1.988 3.733
C 1.323 -0.793 3.256
C 0.704 -0.148 2.192
C -1.554 -0.980 -1.188
C -2.805 -1.846 -0.995
C -1.698 -0.191 -2.500
C -0.314 -1.883 -1.295
H -4.500 0.573 2.163
H -3.073 -0.320 2.669
H -3.985 -0.826 1.233
H -4.425 2.218 0.256
H -4.134 0.820 -0.773
H -3.058 2.223 -0.855
H -3.196 2.576 2.365
H -1.820 2.928 1.320
H -1.645 1.782 2.657
H -1.841 -2.323 1.655
H -0.742 -3.464 3.519
H 1.277 -2.492 4.569
H 2.199 -0.355 3.721
H 1.114 0.785 1.848
H -3.723 -1.259 -1.006
H -2.773 -2.441 -0.083
H -2.859 -2.546 -1.834
H -2.624 0.384 -2.541
H -1.712 -0.901 -3.333
H -0.863 0.481 -2.678
H -0.193 -2.525 -0.423
H 0.594 -1.296 -1.430
H -0.433 -2.522 -2.174
```

Entry 3:
Molecular formula: C17H32ClN5O3PS
Method: DFT, wB97M-V/def2-TZVPD

Output
**Orbital gap**: 6.92 eV
**Net charge**: +1

```
60
C17H32ClN5O3PS wB97M-V/def2-TZVPD
C -6.211 -1.291 1.383
O -5.634 -2.640 1.527
C -5.663 -3.099 2.935
C -4.186 -3.151 3.657
C -2.986 -2.471 2.770
C -2.495 -3.419 1.482
C -2.013 -2.369 0.319
N -0.841 -1.493 0.722
C -0.743 -0.652 -0.565
N 0.187 0.343 -0.663
N 0.397 1.218 -1.709
C -0.535 2.249 -1.531
S -1.413 3.731 -1.339
P 1.288 0.539 0.771
C 3.054 0.126 0.102
C 1.375 2.362 1.335
N -1.736 -1.039 -1.628
C -2.017 -0.574 -3.028
C -3.596 -0.125 -3.298
C -4.221 0.841 -2.131
Cl -3.573 0.856 -4.912
N -2.512 -2.088 -1.081
H -6.131 -0.932 0.248
H -5.672 -0.471 2.051
H -7.364 -1.236 1.660
H -6.324 -2.313 3.524
H -6.211 -4.140 3.058
H -3.855 -4.244 3.966
H -4.259 -2.527 4.660
H -2.007 -2.223 3.368
H -3.386 -1.479 2.290
H -1.545 -4.009 1.897
H -3.319 -4.185 1.152
H 3.097 0.313 -1.064
H 3.382 -0.974 0.393
H 3.823 0.879 0.581
H 0.463 2.650 2.049
H 2.339 2.461 2.032
H 1.533 3.120 0.455
H -1.847 -1.517 -3.740
H -1.329 0.270 -3.446
H -4.205 -1.132 -3.451
H -5.409 0.760 -2.156
H -3.972 1.962 -2.453
H -3.847 0.593 -1.035
H -3.303 -2.596 -1.547
O 5.308 3.186 1.011
C 6.262 2.994 0.258
O 6.090 2.324 -0.901
C 7.098 2.183 -1.919
C 8.041 1.042 -1.592
C 7.643 3.424 0.657
H 7.618 3.130 -2.088
H 6.567 1.952 -2.849
H 8.581 1.219 -0.657
H 8.774 0.907 -2.392
H 7.483 0.110 -1.461
H 8.062 2.688 1.348
H 7.574 4.394 1.158
H 8.324 3.562 -0.182
```

Entry 4:
Molecular formula: C17H32HgN4OTa
Method: DFT, wB97M-V/def2-TZVPD

Output
**Energy relative to the best compared isomer or geometry (same formula, charge and spin)**: 0.0 kcal per mole
**Orbital gap (spin up / spin down)**: 6.78 / 6.02 eV
**Net charge**: +2
**⟨S²⟩**: 0.761
**Multiplicity**: 2

```
56
C17H32HgN4OTa wB97M-V/def2-TZVPD
N -0.370 1.579 -1.075
C -0.635 2.734 -1.376
O -0.270 3.892 -1.521
Hg 2.210 2.862 0.100
Ta -0.030 -0.102 0.058
N 1.635 -0.968 -0.541
N -1.616 -1.106 -0.490
C 2.518 -1.193 -1.718
C -2.521 -1.002 -1.684
C 3.953 -1.516 -1.303
C 1.935 -2.343 -2.534
C 2.506 0.080 -2.545
C -3.454 0.168 -1.431
C -3.318 -2.286 -1.893
C -1.656 -0.740 -2.904
H 4.357 -0.738 -0.647
H 4.585 -1.557 -2.190
H 4.039 -2.485 -0.801
H 1.861 -3.270 -1.947
H 2.564 -2.543 -3.402
H 0.933 -2.100 -2.902
H 1.493 0.403 -2.795
H 3.044 -0.083 -3.470
H 3.001 0.899 -2.009
H -4.017 0.044 -0.497
H -4.180 0.259 -2.237
H -2.900 1.108 -1.380
H -4.038 -2.488 -1.092
H -2.663 -3.156 -2.007
H -3.897 -2.200 -2.813
H -2.298 -0.572 -3.764
H -1.030 -1.608 -3.116
H -1.031 0.147 -2.767
C 1.788 -2.012 0.573
H 1.003 -1.855 1.362
H 1.676 -3.032 0.161
H 2.777 -1.938 1.067
C -2.097 -1.964 0.637
H -1.418 -1.876 1.514
H -3.112 -1.656 0.945
H -2.123 -3.024 0.344
C -2.622 1.647 1.760
C -1.372 1.557 2.466
C -1.102 2.081 3.777
C 0.280 1.784 4.062
C 0.790 1.101 2.914
C 2.166 0.673 2.753
N -0.214 0.949 1.984
H -2.568 1.183 0.755
H -2.918 2.704 1.643
H -3.411 1.145 2.341
H -1.807 2.575 4.394
H 0.822 2.018 4.940
H 2.843 1.526 2.896
H 2.401 -0.079 3.513
H 2.371 0.241 1.753
```

Entry 5:
Molecular formula: C17H32IN2O9P2S
Method: DFT, wB97M-V/def2-TZVPD

Output
**Energy relative to the best compared isomer or geometry (same formula, charge and spin)**: 13.0 kcal per mole
**Orbital gap**: 8.16 eV
**Net charge**: +1

```
64
C17H32IN2O9P2S wB97M-V/def2-TZVPD
C 2.011 -2.104 0.587
C 2.853 -0.790 0.749
P 2.421 0.575 -0.446
C 3.707 1.914 -0.040
C 0.678 1.285 -0.055
P 0.911 3.157 0.089
N -0.454 3.991 0.117
C 0.113 0.797 1.328
C -1.464 0.812 1.430
C -1.971 -0.014 0.193
I -4.067 -0.461 0.361
N -1.689 0.835 -0.993
C -0.249 0.989 -1.314
S 0.273 -0.431 -2.407
H 1.500 -2.281 1.559
H 1.213 -2.050 -0.173
H 2.654 -2.990 0.435
H 2.864 -0.450 1.809
H 3.910 -1.061 0.537
H 3.729 2.703 -0.804
H 4.680 1.384 -0.011
H 3.554 2.322 0.981
H 1.675 3.631 -1.022
H 1.602 3.428 1.313
H -1.247 3.362 0.022
H 0.394 -0.252 1.571
H 0.564 1.405 2.140
H -1.796 0.360 2.381
H -1.863 1.842 1.417
H -1.337 -0.919 0.161
H -2.206 1.728 -0.889
H -2.121 0.370 -1.806
H -0.171 1.881 -1.971
H 1.166 0.103 -3.304
C -3.767 6.029 -0.789
C -4.870 5.941 0.229
O -5.020 4.528 0.399
C -3.856 3.953 0.046
O -3.594 2.797 0.232
O -3.024 4.833 -0.541
H -3.141 6.910 -0.659
H -4.140 6.007 -1.816
H -4.593 6.385 1.188
H -5.798 6.393 -0.115
C 2.481 -3.263 4.785
C 3.034 -4.532 5.378
O 3.319 -5.318 4.220
C 3.492 -4.468 3.181
O 3.902 -4.784 2.113
O 3.133 -3.202 3.515
H 2.713 -2.383 5.383
H 1.401 -3.311 4.627
H 3.961 -4.367 5.932
H 2.320 -5.039 6.025
C -1.394 -3.812 -3.840
C -0.251 -3.179 -4.586
O -0.142 -3.995 -5.748
C -1.351 -4.583 -5.949
O -1.647 -5.190 -6.919
O -2.176 -4.378 -4.887
H -1.976 -3.089 -3.269
H -1.066 -4.612 -3.171
H -0.469 -2.152 -4.894
H 0.679 -3.190 -4.017
```

Entry 6:
Molecular formula: C17H33AsN4O3PRuS2Si2
Method: DFT, wB97M-V/def2-TZVPD

Output
**Energy relative to the best compared isomer or geometry (same formula, charge and spin)**: 0.0 kcal per mole
**Orbital gap (spin up / spin down)**: 8.02 / 6.26 eV
**Net charge**: +1
**⟨S²⟩**: 6.031
**Multiplicity**: 5

```
64
C17H33AsN4O3PRuS2Si2 wB97M-V/def2-TZVPD
Ru -0.010 0.231 -0.487
S -0.690 0.489 1.738
C -1.311 -1.145 1.659
S -1.227 -1.739 0.023
C -1.836 -1.810 2.714
C -2.341 -3.142 2.549
N -2.753 -4.203 2.387
C -1.894 -1.185 4.005
N -1.923 -0.646 5.019
C 2.105 -2.752 -1.168
C 2.632 -1.617 -0.366
N 2.013 -0.492 -0.044
C 2.905 0.264 0.702
C 4.068 -0.412 0.826
N 3.876 -1.594 0.146
H 1.075 -2.960 -0.888
H 2.700 -3.649 -1.000
H 2.133 -2.518 -2.233
H 2.633 1.215 1.124
H 4.985 -0.178 1.337
H 4.545 -2.341 0.059
C -3.275 2.356 0.482
O -2.523 2.456 -0.753
P -0.961 2.316 -0.878
O -0.733 2.829 -2.361
C -1.298 4.085 -2.812
O -0.461 3.475 0.091
C 0.894 3.531 0.564
H -4.201 2.894 0.309
H -2.724 2.808 1.303
H -3.477 1.309 0.692
H -0.761 4.352 -3.717
H -1.162 4.858 -2.057
H -2.356 3.951 -3.022
H 1.147 4.580 0.682
H 1.587 3.078 -0.148
H 0.958 3.026 1.528
C 1.769 -0.618 -5.721
Si 1.819 0.518 -4.260
C 3.390 0.340 -3.286
C 1.505 2.289 -4.697
As 0.065 -0.201 -2.831
Si -1.972 -0.445 -4.068
C -2.022 0.870 -5.372
C -1.850 -2.150 -4.780
C -3.370 -0.288 -2.871
H 2.661 -0.462 -6.335
H 0.895 -0.441 -6.350
H 1.758 -1.663 -5.407
H 4.209 0.855 -3.795
H 3.675 -0.707 -3.166
H 3.281 0.780 -2.291
H 2.259 2.610 -5.422
H 1.590 2.920 -3.810
H 0.520 2.444 -5.137
H -1.161 0.828 -6.040
H -2.068 1.864 -4.924
H -2.921 0.730 -5.979
H -0.943 -2.276 -5.374
H -2.708 -2.356 -5.426
H -1.844 -2.894 -3.981
H -3.448 0.724 -2.469
H -3.246 -0.981 -2.036
H -4.311 -0.527 -3.372
```